Arrangement w

# C5H6OS

A molecular structure, C5H6OS (the ωB97M-V functional and the def2-TZVPD basis, the OMol25 dataset).

E_HOMO: -9.0 eV

Element x y z (Å)
C 1.658 -1.977 -1.686
C 0.817 -0.979 -0.864
C 0.006 -0.044 -0.482
C -1.014 0.691 0.303
C -0.386 1.563 1.270
H 1.228 -3.088 -1.522
H 1.174 -1.858 -2.790
H 2.796 -1.921 -1.640
H 0.197 2.335 0.831
H 0.230 0.848 1.896
H -2.967 1.341 2.259
O -2.145 0.749 0.018
S -1.594 2.340 2.407

From a Löwdin analysis of the wavefunction, the atomic charges in e read:
1. C -0.13
2. C -0.03
3. C 0.07
4. C -0.61
5. C -0.53
6. H 0.11
7. H 0.12
8. H 0.08
9. H 0.08
10. H 0.10
11. H 0.06
12. O 0.09
13. S 0.60

Arrangement x

# C5H6OS

C5H6OS in the gas phase (the ωB97M-V functional and the def2-TZVPD basis, the OMol25 dataset).

E_HOMO: -8.1 eV

Element x y z (Å)
C 1.150 2.052 0.389
C 0.811 0.035 -1.051
C 0.225 1.131 0.808
C 0.707 -1.055 -2.177
C -0.485 1.103 2.082
O 0.010 0.054 0.018
S 1.902 1.327 -1.030
H 1.530 -1.718 -2.180
H 0.652 -0.417 -2.982
H -0.206 -1.519 -1.961
H -0.559 2.080 2.566
H -0.061 0.403 2.837
H -1.459 0.755 2.132

From a Löwdin analysis of the wavefunction, the atomic charges in e read:
1. C -0.33
2. C -0.56
3. C -0.52
4. C 0.00
5. C -0.06
6. O 0.02
7. S 1.03
8. H 0.07
9. H 0.05
10. H 0.07
11. H 0.09
12. H 0.10
13. H 0.05

Which one is most stable, and which one is least stable? arrangement x is the most stable of them, while arrangement w is the least stable.

Arrangement w

# C4H13NOS

2 unconnected molecules or ions with the total composition C4H13NOS (the ωB97M-V functional and the def2-TZVPD basis, the OMol25 dataset).

SMILES: CSCCCN.O
E_HOMO: -8.3 eV

Element x y z (Å)
C 2.266 1.389 -0.769
S 1.209 2.390 0.304
C -0.215 1.322 0.739
C -0.720 0.494 -0.442
C -1.842 -0.451 -0.057
N -1.346 -1.483 0.845
H 2.178 0.319 -0.601
H 2.135 1.645 -1.805
H 3.292 1.618 -0.471
H -0.042 0.797 1.676
H -0.981 2.078 0.917
H -1.026 1.209 -1.199
H 0.111 -0.110 -0.799
H -2.264 -0.886 -0.959
H -2.649 0.110 0.428
H -1.066 -1.066 1.728
H -1.979 -2.241 1.029
O 1.336 -2.204 -0.178
H 0.538 -1.970 0.337
H 1.065 -2.959 -0.725

From a Löwdin analysis of the wavefunction, the atomic charges in e read:
1. C -0.42
2. S 0.79
3. C -0.51
4. C -0.27
5. C -0.28
6. N -0.01
7. H 0.02
8. H 0.02
9. H 0.03
10. H 0.06
11. H 0.06
12. H 0.11
13. H 0.07
14. H 0.11
15. H 0.11
16. H 0.07
17. H 0.08
18. O -0.09
19. H -0.01
20. H 0.04

Arrangement x

# C4H13NOS

2 unconnected molecules or ions with the total composition C4H13NOS (the ωB97M-V functional and the def2-TZVPD basis, the OMol25 dataset).

SMILES: C[C@@H](N)CCS.O
E_HOMO: -9.0 eV

Element x y z (Å)
C 0.727 1.233 -1.994
C 1.567 1.218 -0.722
N 0.891 2.089 0.315
C 1.778 -0.192 -0.149
C 0.533 -1.009 0.047
S 0.389 -2.409 -1.161
H -0.295 1.089 -1.868
H 1.117 0.495 -2.691
H 0.902 2.174 -2.517
H 2.503 1.761 -0.840
H 0.100 2.576 -0.104
H 0.398 1.525 0.992
H 2.502 -0.590 -0.860
H 2.502 -0.021 0.661
H 0.308 -1.396 1.026
H -0.330 -0.381 -0.172
H 0.727 -3.296 -0.222
O -5.314 -1.393 3.100
H -5.296 -2.347 3.223
H -5.709 -1.127 3.938

From a Löwdin analysis of the wavefunction, the atomic charges in e read:
1. C -0.08
2. C -0.43
3. N 0.02
4. C -0.27
5. C -0.53
6. S 0.68
7. H 0.05
8. H 0.08
9. H 0.08
10. H 0.12
11. H 0.06
12. H 0.05
13. H 0.09
14. H 0.12
15. H 0.07
16. H 0.05
17. H -0.16
18. O -0.06
19. H 0.03
20. H 0.03

Arrangement y

# C4H13NOS

2 unconnected molecules or ions with the total composition C4H13NOS (the ωB97M-V functional and the def2-TZVPD basis, the OMol25 dataset).

SMILES: NCCCCS.O
E_HOMO: -9.1 eV

Element x y z (Å)
N 0.014 2.076 0.225
C -0.859 0.942 0.557
C -0.263 -0.105 1.536
C 0.891 -0.886 0.844
C 0.522 -1.845 -0.288
S -0.276 -3.314 0.465
H -0.037 2.740 0.982
H 0.901 1.633 0.051
H -1.078 0.448 -0.395
H -1.905 1.118 0.794
H -1.117 -0.663 1.908
H 0.215 0.342 2.412
H 1.616 -0.189 0.377
H 1.464 -1.416 1.630
H -0.099 -1.276 -0.987
H 1.392 -2.315 -0.746
H -1.513 -2.902 0.201
O 0.327 2.015 -3.479
H -0.088 2.452 -2.720
H -0.107 1.145 -3.366

From a Löwdin analysis of the wavefunction, the atomic charges in e read:
1. N 0.01
2. C -0.30
3. C -0.20
4. C -0.31
5. C -0.55
6. S 0.70
7. H 0.07
8. H 0.05
9. H 0.08
10. H 0.10
11. H 0.09
12. H 0.11
13. H 0.10
14. H 0.10
15. H 0.07
16. H 0.06
17. H -0.16
18. O -0.08
19. H 0.02
20. H 0.04

Arrangement z

# C4H13NOS

2 unconnected molecules or ions with the total composition C4H13NOS (the ωB97M-V functional and the def2-TZVPD basis, the OMol25 dataset).

SMILES: CNCCCS.O
E_HOMO: -8.4 eV

Element x y z (Å)
C -0.010 1.708 1.773
N 0.813 0.885 0.882
C 1.304 1.380 -0.381
C 0.782 0.626 -1.610
C 0.664 -0.883 -1.340
S 2.254 -1.685 -0.824
H -0.526 2.449 1.159
H 0.544 2.198 2.576
H -0.769 1.067 2.233
H 1.422 0.355 1.469
H 2.392 1.459 -0.342
H 0.987 2.424 -0.485
H 1.578 0.658 -2.363
H -0.180 1.022 -1.915
H 0.245 -1.482 -2.137
H 0.076 -0.932 -0.423
H 2.035 -2.873 -1.402
O -4.525 -2.662 0.701
H -4.953 -3.478 0.956
H -4.132 -2.236 1.473

From a Löwdin analysis of the wavefunction, the atomic charges in e read:
1. C -0.12
2. N -0.15
3. C -0.27
4. C -0.25
5. C -0.54
6. S 0.66
7. H 0.07
8. H 0.07
9. H 0.07
10. H 0.09
11. H 0.11
12. H 0.11
13. H 0.10
14. H 0.11
15. H 0.06
16. H 0.04
17. H -0.17
18. O -0.06
19. H 0.03
20. H 0.03

Which one is most stable, and which one is least stable? arrangement w is the most stable of them, while arrangement z is the least stable.

Arrangement w

# C4H13NOS

2 unconnected molecules or ions with the total composition C4H13NOS (the ωB97M-V functional and the def2-TZVPD basis, the OMol25 dataset).

SMILES: CSCCCN.O
E_HOMO: -7.7 eV

Element x y z (Å)
C 3.428 -0.275 0.184
S 1.686 -0.225 0.816
C -0.148 0.200 1.195
C -1.172 -0.599 0.356
C -0.550 -1.360 -0.834
N -0.036 -0.464 -1.844
H 4.086 0.239 0.861
H 3.409 0.260 -0.766
H 3.718 -1.322 0.113
H -0.148 1.225 0.815
H -0.257 0.307 2.266
H -1.830 0.125 -0.092
H -1.725 -1.167 1.100
H 0.216 -1.988 -0.399
H -1.353 -1.929 -1.314
H 0.901 -0.155 -1.709
H -0.467 -0.470 -2.747
O -2.980 2.457 0.877
H -3.787 1.930 0.838
H -2.992 3.209 0.284

From a Löwdin analysis of the wavefunction, the atomic charges in e read:
1. C -0.39
2. S 0.72
3. C -0.38
4. C -0.24
5. C -0.33
6. N 0.00
7. H 0.01
8. H 0.01
9. H 0.03
10. H 0.04
11. H 0.06
12. H 0.08
13. H 0.10
14. H 0.07
15. H 0.11
16. H 0.02
17. H 0.06
18. O -0.06
19. H 0.04
20. H 0.03

Arrangement x

# C4H13NOS

2 unconnected molecules or ions with the total composition C4H13NOS (the ωB97M-V functional and the def2-TZVPD basis, the OMol25 dataset).

SMILES: CCNCCS.O
E_HOMO: -9.1 eV

Element x y z (Å)
C -1.665 -0.587 -2.726
C -1.340 -0.335 -1.273
N -0.189 -1.171 -0.866
C -0.427 -1.950 0.349
C -0.655 -1.147 1.635
S 0.647 0.102 1.961
H -0.825 -0.314 -3.362
H -1.840 -1.646 -2.901
H -2.551 -0.048 -3.068
H -2.174 -0.611 -0.639
H -1.080 0.714 -1.157
H 0.614 -0.578 -0.687
H 0.424 -2.615 0.522
H -1.265 -2.608 0.125
H -1.577 -0.571 1.524
H -0.750 -1.756 2.524
H 1.622 -0.497 1.272
O 2.528 4.327 -0.707
H 2.794 3.685 -1.375
H 2.429 3.815 0.106

From a Löwdin analysis of the wavefunction, the atomic charges in e read:
1. C -0.11
2. C -0.29
3. N -0.09
4. C -0.31
5. C -0.54
6. S 0.68
7. H 0.07
8. H 0.07
9. H 0.07
10. H 0.10
11. H 0.11
12. H 0.06
13. H 0.11
14. H 0.11
15. H 0.05
16. H 0.06
17. H -0.16
18. O -0.06
19. H 0.03
20. H 0.03

Which one is most stable, and which one is least stable? arrangement x is the most stable of them, while arrangement w is the least stable.

Arrangement w

# C4H13NOS

2 unconnected molecules or ions with the total composition C4H13NOS (the ωB97M-V functional and the def2-TZVPD basis, the OMol25 dataset).

SMILES: CNCCCS.O
E_HOMO: -8.3 eV

Element x y z (Å)
C 1.135 -0.826 -1.510
N 0.844 -0.505 -0.118
C -0.328 0.432 -0.043
C -0.464 0.890 1.443
C 0.872 0.974 2.196
S 1.971 2.198 1.091
H 1.820 -0.074 -1.929
H 1.354 -1.848 -1.798
H 0.235 -0.675 -2.147
H 0.666 -1.336 0.432
H -0.044 1.233 -0.710
H -1.236 -0.106 -0.361
H -1.119 1.739 1.562
H -0.986 0.010 1.917
H 0.838 1.573 3.088
H 1.416 0.047 2.223
H 2.899 1.290 0.736
O -3.097 -1.396 -1.880
H -3.922 -1.297 -2.339
H -2.854 -2.324 -1.851

From a Löwdin analysis of the wavefunction, the atomic charges in e read:
1. C -0.15
2. N -0.16
3. C -0.25
4. C -0.27
5. C -0.41
6. S 0.62
7. H 0.08
8. H 0.07
9. H 0.07
10. H 0.10
11. H 0.08
12. H 0.10
13. H 0.10
14. H 0.11
15. H 0.04
16. H 0.05
17. H -0.17
18. O -0.05
19. H 0.02
20. H 0.03

Arrangement x

# C4H13NOS

2 unconnected molecules or ions with the total composition C4H13NOS (the ωB97M-V functional and the def2-TZVPD basis, the OMol25 dataset).

SMILES: CCNCCS.O
E_HOMO: -8.5 eV

Element x y z (Å)
C 0.677 2.261 -0.288
C 0.686 1.553 -1.616
N 0.796 0.080 -1.578
C 0.820 -0.580 -0.291
C 1.006 -2.076 -0.486
S -0.249 -2.849 -1.529
H 1.554 2.080 0.334
H 0.563 3.336 -0.491
H -0.194 1.987 0.295
H 1.512 1.967 -2.200
H -0.262 1.773 -2.120
H 1.599 -0.229 -2.109
H -0.145 -0.462 0.199
H 1.647 -0.243 0.343
H 1.975 -2.262 -0.950
H 1.127 -2.544 0.482
H -0.979 -3.416 -0.570
O -4.071 0.163 3.914
H -4.002 0.251 4.872
H -4.060 -0.792 3.789

From a Löwdin analysis of the wavefunction, the atomic charges in e read:
1. C -0.12
2. C -0.27
3. N -0.09
4. C -0.35
5. C -0.58
6. S 0.70
7. H 0.07
8. H 0.08
9. H 0.07
10. H 0.11
11. H 0.10
12. H 0.10
13. H 0.11
14. H 0.11
15. H 0.06
16. H 0.07
17. H -0.17
18. O -0.06
19. H 0.03
20. H 0.03

Which one is most stable, and which one is least stable? arrangement x is the most stable of them, while arrangement w is the least stable.